15
Properties=species:S:1:pos:R:3:mulliken_charge:R:1 method="wB97M-V/def2-TZVPD" gap_ev="9.68 / 9.68" max_force_ev_per_a=3.8 spin_multiplicity=1 energy_ev=-9644.1864 e_above_lowest_kj_mol=366.0 smiles="[H]/N=N/N/[NH+]=C(/C)N" charge=+1
H 0.0137 -3.0369 -3.2005 0.298
N 0.4008 -2.7822 -2.3221 -0.598
N -0.1650 -1.7740 -1.8660 -0.198
N 0.2257 -1.2184 -0.7434 0.145
N -0.2470 -0.0077 -0.5184 0.029
C 0.0057 0.6440 0.6060 0.764
C -0.6444 1.9882 0.8433 -1.107
N 0.7612 0.3233 1.6758 -0.351
H 0.6464 -1.7750 -0.0446 0.261
H -0.6653 0.2961 -1.3909 0.327
H -0.2417 2.7802 0.0992 0.318
H -0.4628 2.4630 1.8500 0.345
H -1.7792 1.7141 0.8483 0.323
H 1.1689 1.0210 2.2888 0.263
H 0.9831 -0.6356 1.8747 0.180